DFT (wB97M-V/def2-TZVPD) results for a cluster of 27 separate species, C26H100FN4O32 in total at a distorted geometry.

Last column: Löwdin charge in e.
Geometry (Å):
H -0.854 1.022 1.467  0.14
H -0.588 -3.315 -4.009  0.11
H 3.180 -1.640 -11.288  -0.01
C 0.826 2.813 0.208  -0.02
H 6.880 5.155 1.546  0.05
H 2.127 3.614 7.418  0.00
O -3.537 -4.526 8.106  -0.06
H -3.788 4.753 2.793  0.09
O 0.207 -4.367 4.871  -0.04
H 2.285 -2.984 -6.473  0.03
H 5.919 6.057 2.305  0.05
O -9.032 7.873 1.828  -0.05
H -1.770 -6.896 -0.325  -0.01
O -6.889 5.912 0.383  -0.05
H 4.241 0.060 -3.772  0.09
H -2.100 -1.994 8.065  0.05
C 0.984 3.799 -0.917  -0.41
O 5.947 5.273 1.747  -0.04
H -2.803 -6.911 1.335  0.05
H 5.532 -2.207 -6.336  0.04
H -7.086 9.317 1.239  0.03
H -0.810 0.785 3.475  0.11
C 0.032 -4.401 -2.293  -0.23
O 1.337 -2.950 -6.292  -0.04
H -1.259 0.517 -1.039  0.13
C -0.797 1.491 -0.946  -0.06
H 5.108 -0.100 1.404  0.06
N 4.671 -0.073 0.487  0.12
H 3.420 -1.344 -1.207  0.10
O 1.656 3.990 5.307  -0.04
H 0.743 -3.661 4.491  0.05
H -3.324 -1.058 2.769  0.08
H -1.136 -2.233 -1.523  0.10
C 3.815 0.850 0.451  -0.23
H 0.313 7.047 -3.374  0.04
O 2.642 -1.052 -3.137  -0.17
H 7.863 -1.288 -3.146  0.04
C 1.554 0.726 -0.984  -0.10
H -0.796 0.809 7.746  0.09
H -4.772 3.713 -2.167  0.06
N -0.467 -1.456 2.189  0.11
H 0.989 -2.841 -3.511  0.08
H 2.094 -4.799 -2.980  0.08
H -2.130 4.756 1.047  0.13
N 0.478 1.402 -0.151  -0.05
C 0.140 1.302 3.530  -0.16
H 3.965 -4.551 0.937  0.06
H 1.246 -2.209 -5.683  0.02
H 0.877 -4.608 -9.214  0.05
C -0.165 1.197 5.787  -0.52
C -0.225 0.287 6.990  0.04
H 4.290 -1.499 -6.858  0.03
F 1.109 3.406 -2.196  0.14
H 0.552 -3.295 -8.525  0.02
H -4.044 -3.912 8.648  0.04
H 1.639 -0.733 -8.840  0.01
H -8.785 6.942 1.851  0.05
O 3.121 -4.730 0.509  -0.07
C 0.962 -1.564 0.098  -0.24
H -6.230 -0.883 2.538  0.04
H -0.014 2.375 3.417  0.13
H -2.745 3.329 3.169  0.07
O -1.839 -7.313 -1.190  -0.05
H -5.388 2.938 -1.011  0.06
H 1.890 -4.610 -1.232  0.02
H 5.415 -3.483 -3.833  0.01
H 1.787 2.893 0.727  0.10
H -1.373 -1.501 -3.066  0.12
H -8.471 8.281 2.497  0.05
O -11.081 7.711 -0.102  -0.07
O 5.348 -3.997 -3.022  -0.05
H 0.874 -5.324 3.209  0.00
O 4.662 -2.376 -6.713  -0.05
O 7.023 -0.824 -3.224  -0.05
O 1.497 -5.710 2.587  -0.04
H 6.985 -0.273 -2.435  0.04
O 0.673 -3.687 -9.403  -0.05
H 6.241 -4.320 -2.871  0.04
H 1.393 1.097 -1.993  0.15
H -2.393 -4.063 2.093  0.06
H 2.575 3.969 8.827  0.04
H 2.205 0.986 -7.162  0.05
H 3.596 0.827 -1.618  0.12
H -10.851 7.895 -1.017  0.03
H -6.542 7.903 1.298  -0.01
H -1.579 -8.227 -1.039  0.04
H 0.554 -2.556 -0.115  0.13
H 0.139 3.217 0.943  0.16
H -1.657 3.476 -0.982  0.13
O -0.950 2.117 5.724  0.10
H 2.314 -2.555 -1.805  0.12
H 3.097 2.259 -0.880  0.11
C 0.010 -3.106 -3.125  -0.15
H -10.275 7.904 0.400  -0.02
H -2.787 2.187 -1.026  0.13
H 1.020 0.853 -6.226  0.04
C 3.008 1.177 -0.773  -0.08
C 0.124 0.691 1.123  -0.15
O -5.708 -1.353 1.880  -0.06
H -3.093 -2.562 3.715  0.08
H -0.792 -0.608 6.720  0.06
N 2.155 -1.827 0.883  0.10
C -3.446 3.776 2.467  -0.04
H 2.962 4.872 0.914  0.06
O 0.740 0.961 4.790  0.01
H 1.565 -0.004 2.653  0.11
O 2.266 -1.189 -9.410  -0.06
C -0.145 -0.828 0.891  -0.20
H 4.701 -1.505 -2.990  0.06
H 1.117 4.559 5.868  0.05
H -3.031 -3.962 7.508  0.00
H -7.650 5.586 -0.108  0.05
H -0.409 -4.265 -1.305  0.08
H -4.294 3.096 2.423  0.08
H 3.720 1.485 1.334  0.10
C 2.512 -1.481 -1.792  -0.13
H -2.113 -1.164 4.058  0.07
C 1.271 -0.767 -1.191  -0.31
C -1.538 -2.154 2.287  -0.35
H 1.895 -2.057 1.835  0.08
H 1.881 -2.074 -9.503  0.00
O -6.377 8.795 1.626  -0.07
O 1.017 6.438 -3.619  -0.05
O 1.031 4.973 -0.661  0.17
C -1.739 -3.426 1.506  -0.01
O 1.822 3.630 8.334  -0.06
H 1.326 -6.082 -1.976  0.07
H -0.803 -3.964 1.400  0.07
H -0.384 -3.906 5.482  0.03
H 4.193 4.181 1.490  0.03
H -6.132 5.532 -0.078  0.01
H 3.984 -1.447 -4.605  0.06
H 1.158 -6.598 2.433  0.06
C 1.033 0.886 2.339  -0.08
H 2.604 -2.666 0.516  0.06
H 2.594 -5.173 1.188  0.00
C 1.441 -5.014 -2.140  -0.08
O 3.324 -2.023 -12.163  -0.06
H -1.050 -0.967 0.303  0.13
H -2.214 -3.266 0.535  0.09
O -5.133 3.827 -1.282  -0.04
H 0.763 0.077 7.387  0.10
O -1.426 -2.596 7.728  -0.06
H 3.541 -2.943 -11.988  0.03
H -0.586 1.726 -1.984  0.14
O 1.620 0.330 -6.766  -0.04
C -0.593 -1.872 -2.401  -0.18
H 1.252 3.120 5.402  0.00
H 0.989 5.758 -2.939  -0.02
C 3.981 -0.990 -3.614  -0.08
O 0.323 -0.822 -2.244  -0.08
O -2.119 2.663 0.844  -0.16
H 1.786 1.671 2.302  0.10
C -2.798 3.891 1.101  -0.25
C -2.599 -1.709 3.251  -0.01
H -1.351 -3.274 8.414  0.06
H -3.596 4.053 0.369  0.09
O 3.357 4.000 1.035  -0.05
H -2.086 -6.889 2.673  0.06
O -2.049 -6.512 1.786  -0.05
H -0.576 -5.147 -2.800  0.09
H -6.074 -2.243 1.883  0.04
C -1.861 2.496 -0.528  -0.18

Summary:
Total charge: +1
Multiplicity: 1
Total energy, Ha: -3776.851998
Strongest force on any atom, Eh/bohr: 0.05403
Gap between HOMO and LUMO, eV: 8.6
Highest occupied orbital energy, eV: -10.824

---

DFT (wB97M-V/def2-TZVPD) results for a structure of composition C26H14BrF3N5PtS3.

Last column: Löwdin charge in e.
Geometry (Å):
C -0.707 3.075 0.130  -0.24
S -1.234 -1.612 -2.384  0.73
C 0.497 2.607 0.812  -0.03
H 5.071 1.113 2.010  0.11
C -4.997 -1.884 -1.027  0.03
C 3.890 -1.649 -1.264  -0.17
H -5.731 -1.428 0.949  0.13
C -2.814 2.482 -0.603  -0.08
C 1.540 -1.092 -1.202  -0.60
H -3.568 -0.355 1.592  0.12
C 4.878 -2.975 0.564  -0.16
H -2.215 5.738 -1.279  0.13
N -1.674 2.139 -0.010  -0.06
Br 5.298 -0.511 4.457  0.81
C -3.707 -0.816 0.624  -0.12
H 2.390 -0.910 4.670  0.11
C -4.904 -1.388 0.257  0.00
C -0.866 4.376 -0.310  0.02
N 6.195 -1.417 -2.408  0.20
N 5.785 -3.466 1.066  0.21
H 2.410 -2.947 1.497  0.13
C 4.063 0.847 2.299  -0.10
F -3.233 -2.310 -4.161  0.12
H 2.877 -0.565 -2.798  0.12
N 0.565 1.366 1.158  -0.06
C 1.477 0.110 3.023  -0.05
C -4.228 -2.341 -3.281  -0.61
C 3.744 -2.348 -0.057  -0.16
H -3.562 1.707 -0.706  0.12
H -3.987 4.001 -1.544  0.12
F -5.228 -1.586 -3.772  0.15
C 5.171 -1.534 -1.905  -0.16
C 2.509 -2.411 0.563  -0.05
C 1.392 -1.758 0.033  -0.64
S 0.252 -0.230 -2.036  0.61
S -0.107 -1.865 0.933  0.63
H 0.468 -0.161 3.299  0.10
C 2.779 -1.062 -1.842  -0.05
H 1.277 3.311 1.088  0.15
F -4.679 -3.601 -3.215  0.16
C -3.045 3.768 -1.070  -0.01
C -3.901 -1.842 -1.878  -0.09
N -2.636 -0.792 -0.178  -0.20
H -0.066 5.090 -0.173  0.13
H 3.162 1.861 0.648  0.12
Pt -1.010 0.221 0.486  0.86
C 2.550 -0.302 3.791  -0.10
C -2.059 4.730 -0.924  -0.01
C 1.697 0.910 1.910  -0.29
C 3.840 0.065 3.424  -0.69
H -5.929 -2.296 -1.391  0.14
C 2.985 1.277 1.543  -0.02
C -2.676 -1.342 -1.411  -0.54

Summary:
Total charge: +1
Multiplicity: 1
Total energy, Ha: -5460.310883
Strongest force on any atom, Eh/bohr: 0.01311
Gap between HOMO and LUMO, eV: 6.3
Highest occupied orbital energy, eV: -10.944

---

DFT (wB97M-V/def2-TZVPD) results for a structure of composition C26H15IMoN4O14S2.

Last column: Löwdin charge in e.
Geometry (Å):
C 0.694 -0.874 -2.660  0.05
C 2.738 -1.772 5.115  -0.01
C 1.068 -1.180 3.487  -0.23
H 4.148 -0.188 2.477  0.13
C 0.806 4.901 -0.077  -0.10
C 1.412 -1.762 4.698  -0.01
N 4.017 -3.260 -3.755  -0.34
H -0.135 -0.232 -2.408  0.11
C 1.745 -3.042 -2.825  0.12
C -1.473 3.286 -2.420  0.00
C 2.066 -0.599 2.684  -0.23
O 2.968 0.153 0.348  -0.22
O 0.741 -0.773 0.484  -0.49
H -0.198 3.014 -0.084  0.10
C 3.718 -1.206 4.323  0.00
S 1.796 0.233 1.146  0.62
O 4.958 -2.684 -4.247  0.13
C 2.923 -1.059 -3.586  0.13
O -1.382 -1.565 4.277  -0.20
C -0.427 5.426 -2.545  0.04
H -7.083 -1.796 1.072  0.15
O 1.133 1.480 1.344  -0.25
C -3.837 -1.522 1.978  -0.02
C 0.417 6.358 -1.998  -0.10
C -0.037 3.953 -0.596  0.02
O 2.809 1.645 -3.909  0.16
H 2.992 -2.228 6.062  0.13
O 0.882 1.776 -2.956  0.05
O -0.892 -3.999 -1.868  0.25
H 1.741 -4.114 -2.680  0.15
C -0.492 -2.903 -1.802  -0.37
C -5.198 -1.759 2.102  -0.16
C 1.033 6.100 -0.766  -0.69
I 2.304 7.507 0.041  1.06
O -0.852 -2.301 1.980  -0.39
C 2.848 -2.423 -3.380  -0.07
H 1.301 4.714 0.865  0.11
S -0.646 -1.313 3.096  0.62
N 1.845 1.154 -3.389  -0.32
H 3.807 -0.607 -4.013  0.15
H -3.618 -0.692 -1.185  0.12
N -6.129 -2.474 4.402  0.22
H -0.906 5.606 -3.498  0.14
C -0.661 4.227 -1.832  -0.18
C 3.383 -0.621 3.106  -0.02
C -4.093 -0.995 -0.262  -0.09
C -5.720 -2.158 3.378  -0.14
C 1.820 -0.313 -3.219  -0.09
O -1.177 -1.949 -0.944  -0.26
Mo -1.149 -0.800 0.428  1.96
H 0.608 7.285 -2.520  0.12
C -6.021 -1.609 0.991  0.06
N -3.293 -1.146 0.815  -0.07
H 4.751 -1.215 4.641  0.13
O -1.434 0.714 -0.194  -0.33
H -6.047 -1.092 -1.100  0.13
H 0.644 -2.203 5.317  0.13
H -3.196 -1.645 2.837  0.10
C 0.666 -2.246 -2.450  -0.10
O -2.101 2.498 -2.920  0.35
C -5.449 -1.219 -0.210  0.01
O 3.924 -4.445 -3.538  0.12
O -1.059 -0.047 2.342  -0.42

Summary:
Total charge: +2
Multiplicity: 1
Total energy, Ha: -3433.725541
Strongest force on any atom, Eh/bohr: 0.01651
Gap between HOMO and LUMO, eV: 5.7
Highest occupied orbital energy, eV: -14.381

---

DFT (wB97M-V/def2-TZVPD) results for a structure of composition C26H16Br2Cl2N4O3Ru at a distorted geometry.

Last column: Löwdin charge in e.
Geometry (Å):
C -4.941 0.750 0.001  0.01
H 1.311 -0.116 5.710  0.12
H 0.921 -5.281 0.530  0.04
C 6.188 -0.172 -0.007  -0.66
C 0.994 -0.154 -4.668  -0.03
H -1.739 -0.251 2.710  0.10
C -3.974 1.768 0.000  -0.16
Ru -0.154 -0.264 0.005  1.45
C -0.699 -0.225 3.011  -0.13
H -3.558 5.180 -0.010  0.11
C 3.831 -0.189 -1.221  0.08
C 1.560 -0.227 2.337  -0.19
H 3.010 -0.177 3.919  0.13
C -0.713 -0.221 -3.001  -0.14
O 6.607 -0.162 1.146  -0.01
C -3.295 4.132 -0.006  -0.14
N 0.217 -0.252 2.019  -0.08
N 0.207 -0.250 -2.011  -0.09
C -1.963 3.761 -0.004  -0.57
C -0.353 -0.175 4.334  -0.05
Br -6.076 3.730 -0.008  0.91
N -2.236 0.088 0.008  -0.04
C -3.173 -0.856 0.011  -0.09
Cl 0.377 -3.056 0.008  0.53
C -0.371 -0.172 -4.324  -0.05
H -2.824 -1.882 0.019  0.12
H -1.144 -0.151 -5.078  0.11
H -1.123 -0.157 5.091  0.11
C 1.957 -0.186 3.676  0.02
O 6.605 -0.165 -1.161  -0.01
N 1.797 -0.301 0.000  -0.10
Cl -1.432 -5.293 0.595  0.53
H 0.185 -5.126 -1.105  0.03
H 4.393 -0.151 -2.145  0.13
C 1.552 -0.226 -2.334  -0.19
C -1.555 2.384 0.001  -0.37
C 1.943 -0.185 -3.677  0.01
C -4.531 -0.564 0.007  0.00
C 2.447 -0.240 -1.209  -0.21
C 2.452 -0.239 1.205  -0.21
C 4.508 -0.180 -0.006  -0.03
H -5.989 1.008 -0.003  0.09
C 1.011 -0.155 4.672  -0.03
Br -0.621 5.057 -0.007  0.93
C -2.619 1.388 0.003  -0.13
H 4.400 -0.148 2.136  0.13
C 0.134 -4.834 -0.064  -0.95
H -1.752 -0.244 -2.697  0.10
H -5.256 -1.365 0.008  0.13
O -0.349 2.059 0.004  -0.03
H 1.289 -0.114 -5.707  0.12
C -4.284 3.168 -0.005  -0.57
C 3.834 -0.187 1.214  0.08
H 2.995 -0.177 -3.923  0.13

Summary:
Total charge: +1
Multiplicity: 6
Total energy, Ha: -7608.129400
Strongest force on any atom, Eh/bohr: 0.04421
Gap between HOMO and LUMO (alpha / beta), eV: 3.5 / 3.1
Highest occupied orbital energy (alpha / beta), eV: -8.253 / -9.597
⟨S²⟩: 8.83